Record 1
65
Properties=species:S:1:pos:R:3:forces:R:3 method="wB97M-V/def2-TZVPD" total_charge=+3 energy_ev=-213867.0961 homo_lumo_gap_ev="5.8310 / 2.9552" e_homo_ev="-16.2 / -16.2" spin_multiplicity=4
Mn -0.4683 -1.1113 0.3255 -0.015 0.425 0.698
O -1.3278 -0.8159 -7.6964 -0.855 -0.383 -0.740
C -2.2614 -1.0868 -6.8334 3.407 1.346 0.798
O -3.3744 -1.4279 -7.1017 -1.148 -0.424 0.241
C -1.9509 -1.0017 -5.3344 -0.809 -0.376 -1.334
C -2.6250 -0.0559 -4.5722 -0.729 0.533 0.723
C -2.5382 -0.0912 -3.1925 0.048 0.267 -0.176
C -1.8169 -1.1120 -2.5697 -0.471 0.248 0.081
C -1.1016 -2.0271 -3.3421 0.389 -0.435 -0.779
C -1.1776 -1.9812 -4.7252 0.281 -0.852 0.855
N -1.8941 -1.2668 -1.1576 -0.366 -0.096 -0.278
C -3.0492 -1.5721 -0.6767 -0.255 0.039 -0.036
C -3.2231 -1.6979 0.7532 -0.394 -0.131 0.576
C -4.4607 -1.9428 1.3453 0.429 0.140 -0.443
C -4.5531 -1.9869 2.7303 0.350 0.095 0.300
C -3.3957 -1.8106 3.4713 -0.379 -0.065 -0.346
C -2.1949 -1.5830 2.8108 0.470 0.063 0.268
N -2.0938 -1.5223 1.4855 -0.120 -0.107 -0.168
H -0.4778 -0.4755 -7.3766 -0.145 0.005 0.402
H -3.2448 0.6832 -5.0558 -0.135 0.091 -0.023
H -3.0623 0.6462 -2.6003 -0.025 0.025 0.022
H -0.5519 -2.8309 -2.8693 0.076 0.055 0.013
H -0.6736 -2.7373 -5.3095 -0.005 -0.098 -0.059
H -3.9063 -1.7383 -1.3238 -0.050 0.021 -0.049
H -5.3378 -2.0802 0.7347 -0.108 -0.016 -0.148
H -5.5019 -2.1384 3.2223 -0.086 -0.086 -0.025
H -3.4051 -1.8478 4.5484 -0.006 0.019 0.113
H -1.2843 -1.4400 3.3860 -0.074 -0.018 -0.212
Se 1.1577 -1.2240 2.0722 0.018 0.368 0.207
P 1.0192 1.0033 2.2459 0.002 -0.103 -0.261
Se -0.6577 1.2671 0.7615 0.421 -0.167 0.553
C 2.5704 1.7194 1.6180 -0.635 -0.286 0.263
C 2.5577 2.6753 0.6075 -0.117 0.004 0.172
C 3.7625 3.1887 0.1595 0.093 -0.003 -0.069
C 4.9590 2.7414 0.7062 -0.093 -0.025 -0.056
C 4.9596 1.7890 1.7171 0.011 -0.068 0.017
C 3.7640 1.2640 2.1750 -0.079 0.146 0.004
C 0.5690 1.4873 3.9388 0.106 -0.224 -0.715
C 1.2891 0.9391 5.0004 0.012 0.111 -0.083
C 0.9861 1.3400 6.2900 0.005 -0.045 -0.011
C -0.0356 2.2555 6.5124 -0.053 -0.030 -0.113
C -0.7550 2.7847 5.4472 -0.018 -0.013 0.100
C -0.4607 2.3995 4.1509 0.158 0.013 -0.140
H 1.6169 3.0257 0.2003 0.066 0.040 -0.055
H 3.7673 3.9396 -0.6159 0.022 0.065 -0.056
H 5.8968 3.1269 0.3338 0.040 0.079 0.032
H 5.8910 1.4505 2.1456 0.064 -0.016 0.014
H 3.7564 0.5171 2.9572 0.084 -0.058 0.042
H 2.0751 0.2168 4.8240 0.050 -0.048 0.044
H 1.5447 0.9358 7.1215 0.004 -0.028 0.038
H -0.2820 2.5444 7.5237 0.021 0.070 0.036
H -1.5446 3.4981 5.6272 -0.061 0.049 0.027
H -1.0058 2.8055 3.3080 -0.076 0.066 0.079
N 1.5600 1.6994 -4.8882 -0.179 0.518 -0.623
C 1.7688 0.9382 -4.0631 0.166 -0.189 0.177
C 1.9014 -0.0558 -3.0558 -0.037 -0.480 0.598
C 2.8395 -1.0893 -3.1135 -0.210 0.100 0.259
C 2.7648 -2.0819 -2.1463 -0.130 0.073 0.008
C 1.7796 -2.0111 -1.1747 0.393 -0.381 0.064
N 0.9243 -0.9822 -1.0792 0.430 -0.187 -0.474
C 0.9864 -0.0248 -2.0068 0.033 0.226 -0.135
H 3.5959 -1.1115 -3.8839 0.028 -0.009 -0.088
H 3.4598 -2.9074 -2.1369 0.019 -0.067 -0.030
H 1.6877 -2.8088 -0.4357 0.075 0.275 -0.116
H 0.2835 0.7968 -1.9201 0.094 -0.058 0.018

Record 2
48
Properties=species:S:1:pos:R:3:forces:R:3 method="wB97M-V/def2-TZVPD" total_charge=+2 energy_ev=-61872.1557 homo_lumo_gap_ev="6.4031 / 6.4023" e_above_lowest_kcal_mol=43.2 e_homo_ev="-13.6 / -13.6" spin_multiplicity=1
Pt -0.0859 -0.9374 -0.1985 0.379 1.219 -1.032
N -1.4217 -2.2993 -1.9161 0.041 0.607 0.607
N -0.6893 -3.3318 -2.5106 0.003 -0.366 -0.355
C 0.6493 -3.4118 -2.4156 -0.228 -0.080 0.260
N 1.2740 -4.3469 -3.1246 -0.174 0.030 -0.062
S 1.5757 -2.4275 -1.4106 0.161 0.980 0.890
H -2.2033 -2.6819 -1.3842 0.226 -0.106 -0.088
H -1.7930 -1.6675 -2.6287 0.185 -0.194 0.104
H -1.1683 -3.9907 -3.1202 -0.082 0.321 0.167
H 0.8062 -4.9663 -3.7698 -0.003 0.072 0.025
H 2.2735 -4.4353 -3.0334 -0.013 -0.031 0.006
C 3.2983 0.5598 0.2030 -0.441 -0.466 -0.133
P 1.5241 0.7215 0.5882 -1.341 -0.056 -0.959
C 1.5284 1.2948 2.3249 -0.130 -0.639 -0.141
C 0.9159 2.2155 -0.2531 0.015 0.018 -0.073
C 1.7910 3.2595 -0.5332 -0.077 -0.070 0.079
C 1.3131 4.4466 -1.0593 -0.091 0.096 -0.075
C -0.0418 4.5996 -1.3019 0.087 0.078 -0.007
C -0.9193 3.5616 -1.0419 0.016 -0.085 0.138
C -0.4524 2.3601 -0.5198 0.131 -0.126 -0.128
P -1.5897 0.9725 -0.1839 1.248 -0.010 0.620
C -2.4017 1.4983 1.3685 0.094 -0.348 -0.200
C -2.9569 1.1666 -1.3823 0.412 -0.634 0.017
H 3.8687 1.3521 0.6857 -0.100 0.041 0.043
H 3.4584 0.5813 -0.8731 -0.032 0.003 -0.036
H 3.6430 -0.4002 0.5852 0.086 -0.030 0.036
H 1.9966 2.2784 2.3610 0.041 -0.012 -0.130
H 2.0974 0.6059 2.9441 0.012 -0.067 0.137
H 0.5146 1.3751 2.7071 -0.049 -0.008 0.033
H 2.8505 3.1562 -0.3538 0.093 -0.009 0.054
H 1.9952 5.2526 -1.2824 0.065 0.050 -0.017
H -0.4177 5.5278 -1.7010 -0.035 0.105 -0.072
H -1.9681 3.7076 -1.2496 -0.111 -0.010 -0.032
H -2.7248 2.5338 1.2610 -0.002 0.002 -0.021
H -1.7092 1.4230 2.2030 -0.008 -0.004 0.042
H -3.2703 0.8721 1.5648 -0.044 -0.042 0.074
H -3.4924 2.0910 -1.1732 0.034 -0.002 0.049
H -3.6491 0.3325 -1.2640 -0.077 0.035 -0.027
H -2.5747 1.1834 -2.4012 -0.009 0.018 -0.037
C 1.0378 -3.1794 2.2858 -0.213 -0.133 -0.080
S -0.5350 -2.8457 1.4615 -0.162 -0.071 0.204
C -1.4513 -2.1536 2.8538 0.021 -0.394 -0.041
H 1.3814 -2.2948 2.8149 0.030 0.063 0.032
H 1.7601 -3.4685 1.5277 0.023 -0.038 -0.029
H 0.8842 -4.0030 2.9805 0.116 0.030 0.026
H -1.6662 -2.9587 3.5529 -0.050 0.081 0.107
H -2.3835 -1.7519 2.4713 -0.081 0.050 0.001
H -0.8715 -1.3775 3.3414 0.034 0.132 0.027

Record 3
14
Properties=species:S:1:pos:R:3:forces:R:3 method="wB97M-V/def2-TZVPD" energy_ev=-8831.0762 homo_lumo_gap_ev=9.1930 e_above_lowest_kcal_mol=118.2 e_homo_ev=-9.3 spin_multiplicity=1
C 0.5577 1.0229 0.3523 1.959 -1.053 -2.771
C -0.4863 1.4905 -0.6192 -0.442 0.302 0.143
N 0.1569 0.1343 1.3559 0.047 -2.948 -0.350
C 0.7506 -1.1218 0.4831 -1.877 -0.267 5.682
C -0.3319 -1.6812 -0.2897 0.219 -0.148 -0.988
C -1.2199 -2.2817 -0.8294 0.339 0.621 0.086
O 1.6264 -1.7775 1.0209 -0.127 0.952 -1.640
H 0.8019 0.1628 2.1416 -0.032 -0.045 -0.085
H 1.2560 1.7953 0.6852 0.077 -0.125 -0.320
H 1.2342 0.1096 -0.3706 -0.197 2.865 0.096
H -0.9533 0.6688 -1.1627 0.034 -0.068 0.194
H -0.0670 2.1695 -1.3570 0.094 0.117 0.021
H -1.2787 2.0019 -0.0627 0.035 0.040 -0.064
H -2.0466 -2.6932 -1.3479 -0.127 -0.245 -0.005

Record 4
26
Properties=species:S:1:pos:R:3:forces:R:3 method="wB97M-V/def2-TZVPD" smiles=C[C@H](c1ccccc1)[C@H]1NN1C energy_ev=-13573.6411 homo_lumo_gap_ev=9.3722 e_above_lowest_kcal_mol=81.8 e_homo_ev=-8.4 spin_multiplicity=1
C 3.2963 1.0182 0.5603 0.878 -0.642 0.998
C 2.2483 1.6876 1.1908 -1.593 0.488 -2.215
C 3.1955 0.0717 -0.4969 -0.672 0.564 -0.650
C 1.0168 1.4803 0.5035 1.534 0.800 3.329
C 1.9342 -0.0950 -1.1309 0.741 -0.153 -0.278
C 0.9173 0.6041 -0.5513 -1.924 1.005 0.848
C -1.1156 -0.3841 0.2964 -0.950 0.609 1.050
C -0.7055 -0.3267 -2.1502 -1.370 0.000 -0.445
C -3.1346 -1.4993 1.1273 0.336 -1.322 -1.658
C -0.5245 0.3797 -0.8495 -1.854 2.616 -0.417
N -1.5565 0.2755 1.5277 1.058 2.063 -0.686
N -2.5120 -0.2899 0.6658 -0.782 -0.135 -1.116
H 4.2088 1.2021 1.1015 0.857 -0.435 -0.511
H 2.3354 2.4774 2.0101 0.132 -1.550 -1.160
H 4.0573 -0.4781 -0.9029 -0.240 0.514 0.498
H 0.1242 1.8404 1.0424 0.272 0.028 -0.974
H 1.5888 -0.6670 -2.0562 1.574 0.389 1.517
H -0.6159 -1.2942 0.2798 0.378 -2.252 0.977
H -0.3589 -1.3062 -2.0532 0.956 -1.856 0.174
H -0.2067 0.0796 -3.0150 0.212 0.586 -0.084
H -1.7314 -0.5136 -2.4236 -0.656 0.462 -0.015
H -4.0334 -1.3201 1.6712 -0.787 0.345 0.137
H -3.3026 -2.1439 0.2316 -0.458 0.593 0.545
H -2.5179 -2.1286 1.7344 0.916 -0.261 0.817
H -1.1114 1.3709 -0.7944 1.048 -1.192 -0.561
H -1.4960 -0.0408 2.4813 0.392 -1.264 -0.120

Record 5
16
Properties=species:S:1:pos:R:3:forces:R:3 method="wB97M-V/def2-TZVPD" smiles="CCNC(=O)O.O" energy_ev=-10889.6476 homo_lumo_gap_ev=10.6962 e_above_lowest_kcal_mol=21.5 e_homo_ev=-10.1 spin_multiplicity=1
C 0.2376 1.2569 -1.1252 0.248 -2.176 0.875
N 1.2940 0.3772 -0.5640 2.278 1.580 1.041
C 1.2160 -0.9433 -0.2519 -3.190 0.354 1.184
O 2.2356 -1.2530 0.6015 0.091 1.566 -1.563
O 0.2327 -1.7147 -0.4143 2.761 1.567 -0.339
C -0.5309 1.7575 0.0968 1.932 0.843 -0.040
H 0.6401 2.0796 -1.7058 0.433 -0.045 0.026
H -0.2582 0.5664 -1.8356 -0.549 0.694 0.565
H 1.9063 0.8876 0.1645 -1.090 -1.250 -1.935
H 1.9580 -2.0946 0.8582 -0.207 -2.626 1.131
H -1.3294 2.3500 -0.2262 -1.562 0.801 -0.076
H 0.1251 2.3964 0.7566 -0.327 -0.256 -1.003
H -0.7798 0.9855 0.7746 -0.880 -1.105 0.223
H -2.6335 -2.2920 1.6677 -0.415 0.170 -1.600
H -1.6850 -2.1801 0.5286 0.706 0.104 -0.721
O -2.6286 -2.1795 0.6745 -0.227 -0.222 2.232

Record 6
9
Properties=species:S:1:pos:R:3:forces:R:3 method="wB97M-V/def2-TZVPD" energy_ev=-24761.5553 homo_lumo_gap_ev=9.1409 e_above_lowest_kcal_mol=21.7 e_homo_ev=-8.5 spin_multiplicity=1
C 0.6673 0.8922 -0.0540 -1.931 -2.303 0.620
N -0.8007 -1.2223 0.3195 -1.545 -0.493 3.434
O -0.7155 1.2431 0.1480 0.772 0.952 0.015
P 0.8320 -0.9803 -0.1768 -0.215 0.196 0.468
S -1.7730 0.0491 -0.2383 0.226 -0.817 -0.284
H 1.1622 1.4146 -0.7924 0.799 1.246 -1.704
H 1.1307 0.9483 0.8635 1.059 1.339 2.155
H -0.9875 -1.3594 1.4207 0.971 0.271 -3.294
H 0.4846 -0.9853 -1.4900 -0.136 -0.389 -1.411